Record 1
138
Properties=species:S:1:pos:R:3:forces:R:3 method="wB97M-V/def2-TZVPD" multiplicity=3 charge=+1 lumo_ev="-4.443 / -4.443"
C -2.4438 -9.1248 0.0942 -0.04 0.19 -0.08
C -3.7669 -8.7532 -0.5836 0.21 0.04 0.89
C -4.7686 -8.1490 0.4313 0.11 -0.10 -0.71
C -5.5494 -6.9386 -0.1079 0.06 0.35 0.64
C -5.4172 -5.6524 0.7473 -0.20 0.05 -0.33
C -6.7260 -4.8516 0.7279 0.03 -0.18 0.21
C -6.9493 -4.0843 -0.5694 0.45 -0.62 -0.21
C -5.9611 -2.9696 -0.8763 -0.31 0.63 0.11
C -6.1927 -1.7234 0.0057 -0.01 -0.55 0.26
C -5.2602 -1.5833 1.2230 0.47 -0.08 -0.42
C -4.2054 -0.4626 1.0606 -0.33 -0.60 0.18
C -2.7780 -0.9712 1.1937 -0.05 0.62 -0.16
C -1.7533 0.1018 0.8110 0.35 -0.79 -0.03
C -0.3335 -0.1660 1.3594 -0.58 0.52 -0.16
C 0.7167 0.0248 0.2801 0.31 0.15 0.35
C 2.1542 -0.0671 0.7787 0.06 -0.16 -0.63
C 2.6624 -1.4445 1.2439 0.58 0.23 0.46
C 3.6474 -2.0725 0.2381 -0.73 0.04 0.53
C 4.0277 -3.5205 0.5707 -0.25 1.14 -0.72
N 5.1730 -3.8557 -0.3582 -0.55 -1.28 -0.69
P 6.5307 -4.6987 0.3216 1.21 0.80 0.11
O 7.4426 -3.8490 1.0743 -0.06 0.31 0.43
C 4.5413 -4.7929 -1.2150 1.04 0.21 1.15
N 4.7335 -4.7605 -2.4895 -0.38 -0.44 -0.30
S 4.0105 -5.9187 -3.5618 0.24 -0.15 -0.16
N 3.7125 -5.6463 -0.5203 -0.95 0.37 -0.77
C 2.9272 -4.6756 0.2970 0.80 -0.08 1.28
B 2.5207 -5.2750 1.7515 -0.42 -0.81 0.30
N 3.4902 -5.8396 2.6414 0.42 1.31 -0.75
O 1.2081 -5.2851 2.1830 0.62 0.74 0.27
P 1.5808 -4.2493 -0.9696 0.52 0.25 -0.74
O 1.1968 -5.7657 -1.4286 -0.72 0.19 0.40
Cl -0.0849 -3.6880 0.0512 -0.07 0.19 0.06
H -1.6257 -9.2175 -0.6177 0.07 -0.06 -0.09
H -2.5104 -10.0659 0.6350 -0.08 -0.09 0.07
H -2.1855 -8.3575 0.8231 0.20 0.08 0.02
H -4.1785 -9.6657 -1.0058 -0.16 0.11 -0.41
H -3.6012 -8.0180 -1.3666 0.12 -0.08 -0.24
H -5.4486 -8.9516 0.7048 -0.18 0.08 0.32
H -4.2446 -7.8325 1.3296 0.15 -0.12 0.15
H -5.2170 -6.6808 -1.1097 -0.13 -0.22 -0.27
H -6.6095 -7.1731 -0.1388 -0.14 -0.13 -0.28
H -4.6203 -5.0362 0.3290 0.20 0.03 0.13
H -5.1222 -5.8833 1.7691 -0.11 -0.13 0.13
H -6.8332 -4.2147 1.6070 0.20 0.22 0.00
H -7.5204 -5.5923 0.8150 -0.26 0.04 0.11
H -7.9619 -3.6875 -0.5993 -0.10 0.13 0.02
H -6.8909 -4.8187 -1.3769 -0.09 -0.05 -0.12
H -4.9169 -3.2785 -0.8135 0.04 -0.20 0.05
H -6.1208 -2.6779 -1.9130 0.02 0.00 -0.17
H -7.2106 -1.8042 0.3834 -0.23 0.31 -0.20
H -6.1074 -0.8544 -0.6394 -0.18 0.31 0.15
H -4.7270 -2.5302 1.3375 0.02 -0.10 0.11
H -5.8234 -1.4585 2.1427 -0.15 0.14 0.08
H -4.3832 0.3111 1.8046 0.05 0.25 -0.04
H -4.3401 -0.0275 0.0721 0.11 0.26 -0.06
H -2.6533 -1.8024 0.4988 0.06 -0.34 0.12
H -2.6164 -1.3328 2.2099 0.07 -0.08 0.09
H -2.0844 1.0931 1.1067 -0.04 0.13 0.04
H -1.6763 0.0688 -0.2769 -0.18 0.32 -0.16
H -0.2948 -1.1477 1.8281 0.12 -0.23 -0.01
H -0.1649 0.5811 2.1361 0.23 -0.11 0.20
H 0.5758 -0.6377 -0.5748 -0.18 -0.26 -0.03
H 0.5874 1.0372 -0.1050 -0.04 0.08 -0.14
H 2.3116 0.6903 1.5423 -0.01 -0.04 0.23
H 2.7904 0.2219 -0.0617 0.16 0.19 0.02
H 1.8724 -2.1273 1.5573 -0.28 0.00 -0.21
H 3.2600 -1.2545 2.1381 -0.09 -0.23 0.24
H 4.5591 -1.4921 0.3447 0.18 0.06 -0.38
H 3.2572 -1.9524 -0.7720 0.12 -0.19 -0.20
H 4.4067 -3.4645 1.5877 -0.03 -0.54 0.23
H 6.0583 -5.7943 1.0760 -0.30 0.01 -0.24
H 7.1307 -5.2615 -0.8214 -0.48 -0.16 -0.13
H 5.3315 -4.0299 -2.8645 0.01 0.02 0.07
H 3.0302 -5.1120 -4.0062 0.05 0.14 0.14
H 4.1547 -6.3953 -0.0045 0.03 -0.25 -0.22
H 3.3941 -5.4206 3.5628 -0.23 -0.81 0.28
H 4.4545 -5.6914 2.3670 0.03 -0.28 0.14
H 0.9634 -4.3936 2.4735 -0.59 -0.28 -0.18
H 0.3243 -6.0034 -1.0724 0.18 -0.30 -0.08
C -3.0121 5.8674 3.8294 0.05 0.13 -0.16
C -1.9945 4.7079 3.9293 -1.25 0.80 0.48
C -0.7743 5.1551 4.7363 0.51 -0.01 -0.13
C 0.1454 6.1113 3.9770 -0.08 -0.05 -0.04
C 0.5348 5.5283 2.6197 0.13 -0.14 0.51
C -0.6676 5.0989 1.7804 -0.33 1.15 -1.12
N -1.6011 4.2353 2.5661 1.89 -0.82 0.93
O -1.1200 3.0323 2.6323 -0.62 -0.08 -0.29
C -1.3964 6.3452 1.2439 -0.15 0.13 0.17
C -0.1849 4.3556 0.5411 0.13 -0.47 -0.03
C -2.7139 3.5933 4.6814 0.16 -0.46 -0.11
H -3.6601 5.7475 2.9611 0.02 -0.01 -0.02
H -3.6534 5.8849 4.7094 0.06 -0.10 0.06
H -2.5427 6.8478 3.7775 0.01 -0.02 -0.08
H -0.1944 4.2743 5.0312 -0.06 -0.07 -0.09
H -1.1146 5.6238 5.6619 -0.12 -0.03 -0.01
H -0.3313 7.0869 3.8530 -0.02 -0.02 -0.02
H 1.0464 6.2889 4.5669 -0.01 0.03 0.00
H 1.1216 6.2550 2.0546 -0.07 -0.01 -0.11
H 1.1878 4.6644 2.7841 -0.09 -0.08 -0.03
H -2.3277 6.0668 0.7491 0.00 -0.03 0.01
H -0.7684 6.8507 0.5107 0.08 -0.11 -0.02
H -1.6241 7.0838 2.0077 -0.04 -0.06 0.02
H 0.4452 3.5021 0.7917 -0.10 -0.03 0.07
H 0.4110 5.0229 -0.0817 -0.03 0.12 0.05
H -1.0258 3.9982 -0.0567 -0.02 -0.01 0.04
H -3.5794 3.2361 4.1207 0.01 0.01 -0.02
H -3.0630 3.9741 5.6400 0.00 0.12 -0.02
H -2.0626 2.7457 4.8870 0.01 0.00 -0.13
C 3.1257 6.6114 -5.5733 0.04 -0.21 -0.06
C 3.2865 6.7376 -4.0406 -0.20 0.57 -1.51
C 4.7695 6.8126 -3.6756 0.27 -0.28 0.34
C 5.4986 5.4768 -3.8015 -0.09 -0.01 -0.03
C 4.7674 4.3826 -3.0261 0.27 0.38 0.16
C 3.2878 4.2654 -3.3934 -0.18 -1.21 -1.00
N 2.6109 5.5968 -3.3447 1.37 0.46 1.63
O 2.3781 5.9230 -2.1136 -0.65 -0.18 -0.14
C 3.1478 3.6326 -4.7909 0.05 0.17 -0.21
C 2.6034 3.2824 -2.4476 -0.18 0.19 0.50
C 2.6121 8.0525 -3.6641 -0.19 0.01 0.45
H 2.1701 6.1547 -5.8315 0.00 -0.01 0.02
H 3.1475 7.5957 -6.0383 0.02 0.07 0.11
H 3.9221 6.0373 -6.0439 -0.04 -0.05 0.02
H 4.8691 7.1681 -2.6451 -0.12 -0.03 0.02
H 5.2533 7.5601 -4.3072 -0.10 0.04 -0.05
H 5.6066 5.1949 -4.8523 -0.04 -0.01 0.00
H 6.5126 5.5812 -3.4116 0.01 -0.01 -0.02
H 5.2544 3.4195 -3.1967 -0.10 -0.06 -0.02
H 4.8576 4.5897 -1.9549 -0.12 0.05 0.00
H 2.1100 3.6567 -5.1252 -0.01 0.02 0.02
H 3.4625 2.5893 -4.7559 -0.01 -0.01 0.13
H 3.7614 4.1075 -5.5514 -0.04 0.05 0.02
H 2.7197 3.5563 -1.3995 -0.05 0.15 -0.05
H 3.0494 2.2948 -2.5698 0.07 0.01 -0.14
H 1.5361 3.1985 -2.6601 0.00 0.06 -0.03
H 1.5453 8.0259 -3.8911 0.00 -0.02 0.00
H 3.0619 8.8628 -4.2360 0.05 -0.06 -0.10
H 2.7340 8.2930 -2.6101 -0.06 -0.11 0.02

***

Record 2
13
Properties=species:S:1:pos:R:3:forces:R:3 method="wB97M-V/def2-TZVPD" e_above_lowest_ev=4.687 smiles="C/N=C/NSC=S" lumo_ev=-0.872
C 0.7164 0.3869 -3.3794 -1.44 -1.78 -7.04
N 0.2643 0.9152 -2.1723 0.02 1.94 -0.37
C 0.8059 0.5164 -1.1437 3.96 -4.87 -0.91
N 0.8515 1.0033 0.0809 -1.07 3.77 3.81
S 0.9895 0.0481 1.5307 -1.45 0.01 -1.33
C -0.5587 -0.8470 1.8258 -2.69 0.64 0.06
S -2.0864 -0.9766 1.0176 3.88 0.40 1.45
H 0.8497 1.3180 -4.3035 -0.43 -2.79 2.99
H -0.2939 -0.2637 -3.7588 2.80 1.70 0.41
H 1.6943 -0.4537 -3.7171 -2.49 2.56 2.18
H 1.5749 -0.3865 -1.2488 -1.45 1.22 0.34
H 0.6913 2.0906 0.1585 -0.10 -3.10 0.23
H -0.5579 -1.2154 2.9212 0.48 0.29 -1.82

***

Record 3
13
Properties=species:S:1:pos:R:3:forces:R:3 method="wB97M-V/def2-TZVPD" e_above_lowest_ev=1.480 smiles="NC1=C(C=S)OCS1" lumo_ev=-0.193
N -0.6303 1.9128 0.0728 -0.34 1.05 0.21
C 0.1497 0.8757 0.0423 -1.30 -4.30 -0.86
C -0.3416 -0.4988 -0.0396 -0.51 2.65 1.06
C -1.6652 -0.8636 -0.0124 -0.75 -0.83 -0.68
S -3.0728 0.0869 -0.1429 0.88 -0.42 0.37
O 0.6060 -1.4873 -0.0672 1.31 0.40 -0.09
C 1.9368 -0.9369 0.0130 -1.24 -1.02 1.22
S 1.8245 0.8534 -0.2023 1.54 0.96 -0.08
H -0.2394 2.8245 0.0350 0.22 0.65 0.03
H -1.6480 1.8039 0.1150 -0.07 -0.47 -0.11
H -1.7472 -1.9852 -0.0496 -0.27 1.04 0.12
H 2.3566 -1.1797 1.0263 -0.18 0.24 -0.98
H 2.4710 -1.4056 -0.7904 0.71 0.05 -0.21

***

Record 4
9
Properties=species:S:1:pos:R:3:forces:R:3 method="wB97M-V/def2-TZVPD" e_above_lowest_ev=0.122 charge=-1 lumo_ev=4.599
N 2.0436 -0.2165 1.1067 -0.10 0.43 0.56
H 1.5819 -1.1127 1.0911 0.07 -0.27 -0.25
H 1.2500 0.4287 1.0956 -0.01 0.00 -0.02
H 2.5754 -0.0738 0.2637 -0.03 -0.18 -0.29
C -1.5131 0.1806 -0.8698 0.79 -0.09 0.99
S -1.4803 0.4011 0.9714 0.09 0.00 -0.23
H -0.4894 0.1255 -1.2642 -0.08 0.08 0.00
H -1.9937 1.0474 -1.3074 -0.35 -0.15 -0.39
H -1.9743 -0.7802 -1.0872 -0.39 0.17 -0.37

***

Record 5
14
Properties=species:S:1:pos:R:3:forces:R:3 method="wB97M-V/def2-TZVPD" e_above_lowest_ev=5.713 lumo_ev=-1.186
N 2.3484 -0.0333 0.4570 -0.32 -0.66 -0.36
C 1.8501 -0.9597 -0.0998 -0.04 0.35 0.15
O 1.2126 -1.8205 -0.6931 0.36 0.30 0.22
C -0.5648 -0.3596 -1.0809 -0.10 0.17 -0.13
C -1.1908 -0.5262 0.2914 -0.02 -0.13 0.10
C -0.7306 0.9247 0.4182 0.03 0.09 0.09
C -0.0844 0.9096 -0.8258 0.04 -0.10 -0.08
H 1.1246 0.5522 1.4654 -0.08 -0.02 -0.16
H -0.7135 -0.9161 -1.9992 0.06 0.07 0.14
H -0.6684 -1.2364 0.9339 -0.05 0.12 -0.07
H -2.2718 -0.6952 0.3276 0.16 0.01 0.00
H 0.4060 0.8334 1.7488 -0.07 0.05 0.08
H -1.1793 1.7489 0.9677 0.09 -0.12 -0.08
H 0.4645 1.6457 -1.3950 -0.06 -0.13 0.10

***

Record 6
17
Properties=species:S:1:pos:R:3:forces:R:3 method="wB97M-V/def2-TZVPD" e_above_lowest_ev=4.217 lumo_ev=0.800
C 2.3293 0.8888 -0.0045 0.28 0.11 -0.14
O 1.1101 0.7706 0.7331 -0.01 -0.37 0.20
C 0.9196 -0.4005 1.3069 -0.20 0.40 0.00
C -0.5612 -0.5043 1.5768 0.11 -0.05 0.12
C -0.9757 -0.9201 0.1415 -0.01 -0.10 -0.13
C -1.5269 0.2497 -0.6685 -0.05 0.08 0.35
O -1.5811 -0.0397 -2.0519 0.21 -0.04 -0.18
H 2.1057 0.6633 -1.0537 0.09 0.07 0.18
H 3.0599 0.1730 0.3769 -0.08 0.13 -0.01
H 2.6777 1.9189 0.0783 -0.01 -0.12 0.04
H -0.0529 -1.2719 -0.3585 -0.25 -0.05 -0.09
H -0.7807 -1.2844 2.3097 0.09 0.13 -0.17
H -1.0448 0.4340 1.8826 0.11 -0.11 -0.12
H -1.6482 -1.7802 0.1225 -0.05 0.16 0.10
H -2.5544 0.4796 -0.3681 0.14 -0.07 0.01
H -0.9201 1.1455 -0.4702 -0.13 -0.16 -0.08
H -0.6741 -0.2006 -2.3420 -0.21 0.00 -0.08